1.
55
Properties=species:S:1:pos:R:3 method="wB97M-V/def2-TZVPD" total_charge=-2 fmax_ev_per_a=1.52 relative_energy_kj_mol=80.6 e_lumo_ev=3.93 homo_lumo_gap_ev=6.16 e_tot_ev=-396874.7509
Zn 1.55923 -0.28394 0.39079
S 1.26510 -1.10212 2.65432
C 2.97034 -1.36834 2.54141
S 3.73906 -1.11499 1.02422
C 3.68361 -1.81318 3.65470
C 3.07498 -2.01028 4.91772
N 2.62967 -2.18477 5.96976
C 5.06717 -2.10978 3.61588
N 6.18855 -2.38535 3.65390
Br 0.60523 5.31427 -3.40987
C 0.73089 3.52176 -2.81044
C 0.54028 2.47203 -3.69317
Br 0.21630 2.80968 -5.52804
C 0.59962 1.15517 -3.21915
Br 0.41577 -0.32563 -4.38513
C 0.82399 0.86170 -1.87901
O 0.85309 -0.36451 -1.41523
C 1.07655 1.94999 -0.96713
O 1.37192 1.67306 0.27204
C 1.01046 3.25004 -1.46447
Br 1.35071 4.65024 -0.23222
C -1.64107 5.23945 2.64835
C -1.70803 3.90592 1.95713
C -1.29096 2.74831 2.60533
C -1.30183 1.52920 1.94968
C -1.75039 1.46522 0.64117
C -2.14771 2.60698 -0.02778
C -2.13370 3.82294 0.63531
S -1.79591 -0.10554 -0.24330
C -3.14845 -0.75526 0.83817
O -2.44768 0.19857 -1.53548
H -1.63276 5.12363 3.73208
H -2.48434 5.87192 2.36760
H -0.72440 5.75383 2.34801
H -0.93172 2.80438 3.62604
H -0.95572 0.63854 2.45918
H -2.45155 2.53028 -1.06460
H -2.42135 4.72744 0.11212
H -3.99341 -0.07003 0.81050
H -2.76066 -0.84663 1.85191
H -3.44200 -1.73343 0.45769
N 0.39747 -2.91880 0.07142
C 0.22282 -3.65043 -1.08512
C -0.71863 -3.25626 -2.04327
C -0.87321 -3.98213 -3.20864
C -0.10243 -5.11265 -3.45265
C 0.83545 -5.50624 -2.50902
C 0.99486 -4.78941 -1.33503
H 0.95592 -3.31948 0.80592
H -0.37457 -2.35210 0.37248
H -1.29268 -2.35231 -1.88333
H -1.59964 -3.65376 -3.94191
H -0.23013 -5.67690 -4.36822
H 1.45081 -6.38066 -2.68639
H 1.72512 -5.09968 -0.59623

***

2.
52
Properties=species:S:1:pos:R:3 method="wB97M-V/def2-TZVPD" total_charge=0 fmax_ev_per_a=3.09 relative_energy_kj_mol=0.0 e_lumo_ev="0.06 / -2.48" spin_multiplicity=6 s_squared=8.76 homo_lumo_gap_ev="7.93 / 6.89" e_tot_ev=-137187.3781
Ir -16.43600 -10.39822 2.92936
O -18.29479 -11.27592 3.77112
S -18.56676 -12.61361 3.16704
O -19.44905 -13.41173 3.95308
O -17.25927 -13.20464 2.82776
C -19.47697 -12.24538 1.68599
C -20.74753 -12.72719 1.43553
C -21.39300 -12.46718 0.27374
C -20.80594 -11.72397 -0.73019
C -19.57009 -11.12176 -0.53941
C -18.87874 -11.40667 0.67081
P -17.13014 -10.89181 0.77954
C -16.89772 -9.60650 -0.46164
C -16.49237 -9.81674 -1.76035
C -16.34864 -8.80321 -2.69607
C -16.63624 -7.52231 -2.31405
C -17.14443 -7.22742 -1.02565
C -17.24814 -8.26814 -0.10090
C -16.23767 -12.28235 0.06346
C -16.73067 -13.53244 -0.26258
C -15.86969 -14.49843 -0.80862
C -14.51967 -14.19728 -0.99471
C -14.01835 -12.95044 -0.59699
C -14.89229 -11.97840 -0.18129
H -21.21521 -13.35302 2.23936
H -22.31781 -13.01328 0.09251
H -21.34153 -11.47031 -1.65027
H -19.11229 -10.48936 -1.27331
H -16.10993 -10.84483 -1.99712
H -16.21037 -9.05998 -3.72745
H -16.57517 -6.75706 -3.06552
H -17.31698 -6.19683 -0.72613
H -17.71618 -8.09127 0.84627
H -17.78478 -13.78314 -0.08016
H -16.26691 -15.50500 -1.11687
H -13.96966 -14.95257 -1.50420
H -12.91352 -12.80658 -0.69427
H -14.47898 -10.99333 -0.14911
Br -14.41839 -3.73370 5.24524
C -13.69822 -5.00024 4.00845
C -12.76689 -4.63266 3.07740
N -12.24044 -5.43360 2.16404
C -12.82998 -6.61870 2.08293
C -13.75890 -7.09782 2.95456
C -14.17723 -6.30359 4.01153
C -14.43858 -8.43878 2.68566
O -13.95434 -9.18575 1.83204
O -15.53915 -8.61302 3.36261
H -12.30372 -3.66786 3.12898
H -12.47896 -7.22168 1.25593
H -14.86114 -6.75499 4.76227
Te -14.82252 -12.21346 3.77668

***

3.
52
Properties=species:S:1:pos:R:3 method="wB97M-V/def2-TZVPD" total_charge=+1 fmax_ev_per_a=0.55 relative_energy_kj_mol=0.0 e_lumo_ev="-4.34 / -3.97" spin_multiplicity=2 s_squared=1.06 homo_lumo_gap_ev="6.66 / 7.10" e_tot_ev=-111776.1544
Fe 0.25826 1.33469 0.64506
F -0.61193 0.17480 9.87743
C 0.46059 -0.28435 9.22188
F 0.53632 -1.60702 9.44709
F 1.54720 0.26945 9.78674
C 0.40232 0.01356 7.74738
C 1.45689 -0.41172 6.94783
C 1.43227 -0.16173 5.59048
C 0.35183 0.52158 5.02485
C -0.69854 0.94780 5.83676
C -0.67367 0.69076 7.19780
C 0.31759 0.77875 3.61716
C 0.29104 1.00073 2.42425
H 2.29189 -0.93795 7.39131
H 2.24551 -0.49053 4.95842
H -1.53270 1.47590 5.39603
H -1.48794 1.01703 7.82870
N 1.85138 0.46461 0.02794
C 2.80590 -0.07232 -0.35132
N 3.86659 -0.68235 -0.75724
C 4.73525 -0.14118 -1.82181
C 6.15674 -0.07810 -1.28914
O 6.56015 -1.34333 -0.80798
C 5.77555 -1.75673 0.29238
C 4.32692 -1.93817 -0.12634
H 4.36873 0.84014 -2.11689
H 4.67828 -0.81729 -2.67647
H 6.22615 0.67152 -0.49059
H 6.84245 0.19573 -2.08857
H 5.84354 -1.02148 1.10416
H 6.18382 -2.70340 0.64066
H 3.68420 -2.16470 0.72220
H 4.23903 -2.73483 -0.86673
Cl 0.57716 6.59639 -0.70809
C -0.64577 5.84772 0.31880
Cl -0.57032 6.47443 1.96214
Cl -2.25630 6.03231 -0.36792
C -0.35186 4.40540 0.37885
N -0.13103 3.28633 0.42080
C -1.28858 0.56438 0.12908
C -2.44923 0.21664 0.01132
C -3.79371 -0.22400 -0.18708
C -4.63728 0.47138 -1.05715
C -5.93459 0.03278 -1.25576
C -6.39996 -1.09035 -0.58459
C -5.56678 -1.77966 0.28648
C -4.26498 -1.35420 0.48520
H -4.26623 1.34636 -1.57359
H -6.58439 0.56784 -1.93506
H -7.41512 -1.42979 -0.74158
H -5.93145 -2.65354 0.80919
H -3.60681 -1.88701 1.15802